28
Properties=species:S:1:pos:R:3:forces:R:3:mulliken_charge:R:1 method="wB97M-V/def2-TZVPD" e_homo_ev=-8.10 lumo_ev=0.787 largest_force_ev_per_a=1.4 smiles="CC(C)N(C)C.C=O.C" de_lowest_kcal_mol=41.9
C -2.4294 -0.1546 -0.5526 0.22 -0.08 -0.21 -1.465
C -1.2237 -0.0946 -1.4921 -0.22 0.03 0.06 0.342
C -1.3391 1.1141 -2.4319 0.07 -0.35 0.06 -1.455
N 0.0175 -0.1505 -0.7209 0.06 -0.07 0.01 0.218
C 1.1391 -0.6765 -1.4706 -0.10 0.09 0.03 -1.097
C 0.3631 1.0909 -0.0603 0.83 0.10 0.10 -0.927
H -2.5216 0.7585 0.0301 -0.04 0.13 0.07 0.304
H -2.3219 -0.9888 0.1352 -0.03 -0.10 0.06 0.287
H -3.3428 -0.2831 -1.1291 -0.13 0.02 -0.01 0.463
H -1.2358 -1.0055 -2.1026 0.01 0.07 0.04 0.355
H -2.1979 0.9874 -3.0878 -0.08 0.04 -0.06 0.466
H -0.4515 1.2084 -3.0546 0.07 0.08 -0.08 0.347
H -1.4725 2.0342 -1.8676 -0.01 0.10 0.02 0.316
H 0.8941 -1.6739 -1.8338 0.05 -0.05 -0.07 0.369
H 1.4297 -0.0480 -2.3261 0.03 0.02 -0.06 0.344
H 2.0015 -0.7452 -0.8088 0.08 -0.04 0.00 0.262
H -0.4879 1.4606 0.5068 0.07 0.01 0.23 0.294
H 0.6649 1.8828 -0.7612 -0.08 0.08 -0.15 0.405
H 1.2608 0.9384 0.5865 -1.28 0.19 -0.56 0.184
C 2.8116 -0.1348 2.4377 0.47 0.37 -0.34 -0.183
O 2.8482 0.6802 1.5473 0.40 -0.49 0.74 -0.478
H 3.0862 -1.1886 2.2772 -0.06 -0.07 -0.11 0.308
H 2.5537 0.1330 3.4712 -0.13 0.12 0.06 0.291
C 0.0143 -1.0368 2.5568 -0.20 0.22 -0.85 -1.025
H 0.4346 -0.8192 1.5559 0.02 -0.45 0.69 0.059
H -0.1452 -0.0867 3.0489 -0.07 0.17 0.26 0.317
H 0.5957 -1.7004 3.1857 0.27 -0.06 -0.07 0.399
H -0.9456 -1.5013 2.3608 -0.22 -0.07 0.12 0.299